No. 1
Formula: C21H29CoN3O2PSi
Source: OMol25
Level of theory: wB97M-V/def2-TZVPD

XYZ file:
```
58
Properties=species:S:1:pos:R:3:mulliken_charge:R:1
Co 0.34 -0.27 -0.16 -0.07
C 4.82 -0.18 -0.14 -1.18
C 5.04 1.18 0.02 -0.49
C 3.97 2.04 0.12 -0.89
C 2.67 1.54 0.05 1.58
N 2.46 0.21 -0.10 0.34
C 3.51 -0.61 -0.19 -0.09
C 1.45 2.38 0.12 0.06
C 1.49 3.77 0.17 -0.62
C 0.31 4.50 0.19 -0.93
C -0.92 3.85 0.14 -0.40
C -0.95 2.46 0.08 -1.12
C 0.23 1.71 0.07 0.50
H 5.63 -0.89 -0.23 0.44
H 6.06 1.57 0.06 0.46
H 4.13 3.10 0.25 0.38
H 3.30 -1.67 -0.31 0.34
H 2.43 4.30 0.18 0.38
H 0.35 5.59 0.21 0.42
H -1.84 4.42 0.13 0.52
H -1.91 1.96 -0.04 0.94
N -3.37 -2.73 0.31 -0.18
C -3.45 -1.93 1.60 -0.71
P -2.81 -0.24 1.22 1.02
O -3.92 0.74 1.06 -0.78
O -1.84 -0.52 0.09 -0.90
C -1.87 0.43 2.68 -0.83
N -2.17 1.91 2.67 -0.17
H -2.98 -3.65 0.43 0.20
H -2.74 -2.20 -0.31 0.32
H -4.28 -2.81 -0.14 0.41
H -2.84 -2.42 2.36 0.36
H -4.48 -1.88 1.94 0.43
H -0.81 0.26 2.55 0.27
H -2.22 0.00 3.62 0.57
H -1.48 2.42 2.10 0.11
H -2.24 2.33 3.59 0.42
H -3.08 2.00 2.16 0.46
C 1.47 -2.64 1.46 -1.42
Si 0.42 -2.87 -0.09 0.58
C 1.10 -2.35 -1.79 -1.52
C -0.16 -4.62 -0.16 0.74
C 0.13 -5.43 -1.27 -0.53
C -0.17 -6.78 -1.25 -0.64
C -0.78 -7.35 -0.15 -0.54
C -1.12 -6.56 0.94 -0.65
C -0.81 -5.21 0.94 -0.39
H 2.42 -3.18 1.36 0.41
H 0.93 -3.09 2.30 0.41
H 1.69 -1.61 1.72 0.55
H 2.12 -2.72 -1.95 0.48
H 1.13 -1.28 -2.00 0.57
H 0.45 -2.78 -2.55 0.49
H 0.61 -5.00 -2.15 0.31
H 0.09 -7.40 -2.11 0.41
H -0.99 -8.42 -0.13 0.41
H -1.61 -7.00 1.81 0.42
H -0.99 -4.63 1.84 0.36
```

Summary:
* expectation value of S²: 6.010
* total energy: -3145.466359 Eh
* 2S+1: 5
* HOMO level (alpha / beta): -13.02 / -13.92 eV
* charge: +2
* maximum force: 0.751 eV/Å
* orbital gap (alpha / beta): 7.85 / 6.86 eV

***

No. 2
Formula: C25H36NO2Ti
Source: OMol25
Level of theory: wB97M-V/def2-TZVPD

XYZ file:
```
65
Properties=species:S:1:pos:R:3:mulliken_charge:R:1
O 1.47 1.05 -0.24 0.17
C 2.36 0.07 -0.90 -0.43
C 3.57 0.94 -1.00 -0.93
H 1.95 -0.20 -1.86 0.41
H 2.54 -0.79 -0.30 -0.09
C 2.70 2.02 -0.39 1.90
H 3.80 1.08 -2.04 0.37
H 4.47 0.66 -0.48 0.37
C 2.51 3.12 -1.37 -2.38
H 2.14 2.71 -2.30 0.78
H 3.47 3.57 -1.65 0.47
H 1.82 3.90 -1.05 0.34
C 3.18 2.62 0.93 -1.66
H 3.27 1.89 1.75 0.36
H 2.52 3.46 1.26 0.24
H 4.20 3.08 0.82 0.45
Ti -0.65 1.04 0.12 0.63
C -1.87 1.01 2.34 -0.58
C -1.80 -0.40 2.15 -0.45
C -0.46 -0.72 1.82 -0.08
H -2.63 -1.12 2.25 0.38
C 0.35 0.45 1.97 -0.89
C -0.55 1.55 2.30 -0.36
H -0.20 2.52 2.68 0.56
H -2.79 1.56 2.56 0.49
H -0.06 -1.71 1.61 0.06
H 1.44 0.47 1.98 0.72
C -2.48 2.53 -0.85 -0.49
C -1.78 3.22 0.18 -1.14
C -0.39 3.21 -0.12 -0.27
H -2.24 3.78 1.00 0.47
C -0.27 2.52 -1.41 0.19
C -1.55 2.06 -1.81 -1.12
H -1.75 1.51 -2.73 0.43
H -3.55 2.56 -1.03 1.06
H 0.39 3.76 0.42 0.50
H 0.58 2.47 -2.07 0.37
O 2.78 -2.89 -0.14 -0.49
C 1.68 -2.57 0.73 -0.48
C 1.38 -3.72 1.71 -0.52
H 0.84 -2.40 0.04 0.12
H 1.94 -1.63 1.23 0.42
C 2.33 -4.83 1.17 -0.55
H 0.32 -3.97 1.75 0.35
H 1.57 -3.31 2.73 0.31
C 2.63 -4.34 -0.26 -0.51
H 1.79 -5.78 1.12 0.34
H 3.28 -4.87 1.77 0.26
H 1.73 -4.53 -0.89 0.22
H 3.51 -4.73 -0.79 0.35
C -4.67 0.77 0.54 -1.45
C -4.00 -0.17 -0.36 0.38
C -4.61 -1.23 -1.04 -0.89
C -3.59 -1.92 -1.73 -1.18
C -2.40 -1.24 -1.48 0.23
C -1.14 -1.59 -2.14 -0.90
N -2.62 -0.21 -0.58 0.99
H -5.73 0.79 0.31 0.41
H -4.33 1.80 0.48 0.31
H -4.53 0.44 1.57 0.17
H -5.67 -1.50 -0.94 0.42
H -3.70 -2.78 -2.40 0.45
H -0.33 -0.95 -1.78 -0.28
H -0.87 -2.64 -1.93 0.34
H -1.26 -1.46 -3.22 0.33
```

Summary:
* expectation value of S²: 0.756
* total energy: -2028.742694 Eh
* 2S+1: 2
* HOMO level (alpha / beta): -5.99 / -5.99 eV
* charge: 0
* maximum force: 4.446 eV/Å
* orbital gap (alpha / beta): 6.27 / 6.27 eV